(1)
{"formula": "C41H59EuN4SSb", "method": "ωB97M-V/def2-TZVPD", "elements": ["Eu", "C", "C", "C", "C", "C", "C", "C", "N", "C", "C", "C", "C", "C", "C", "C", "C", "C", "C", "N", "C", "C", "C", "N", "C", "C", "C", "C", "C", "C", "C", "C", "C", "C", "C", "C", "C", "C", "N", "C", "C", "H", "H", "H", "H", "H", "H", "H", "H", "H", "H", "H", "H", "H", "H", "H", "H", "H", "H", "H", "H", "H", "H", "H", "H", "H", "H", "H", "H", "H", "H", "H", "H", "H", "H", "H", "H", "H", "H", "H", "H", "H", "H", "H", "H", "C", "S", "C", "H", "H", "H", "H", "H", "H", "C", "Sb", "C", "C", "H", "H", "H", "H", "H", "H", "H", "H", "H"], "xyz": [[0.250, -0.388, -0.633], [2.613, 4.847, 2.345], [3.400, 4.173, 1.245], [2.465, 3.377, 0.376], [1.702, 3.849, -0.673], [1.813, 5.127, -1.385], [0.891, 6.275, -0.959], [0.762, 2.793, -0.944], [0.997, 1.748, -0.150], [2.040, 2.073, 0.623], [2.566, 1.169, 1.630], [2.193, -0.047, 2.046], [2.677, -0.749, 3.215], [3.792, -0.290, 4.136], [3.196, 0.621, 5.193], [1.938, -1.857, 3.372], [0.924, -1.796, 2.294], [-0.106, -2.734, 2.171], [-1.214, -2.569, 1.387], [-1.486, -1.570, 0.521], [-2.746, -1.695, 0.078], [-3.394, -0.839, -0.733], [-2.805, 0.344, -1.291], [-1.549, 0.860, -1.075], [-1.424, 2.023, -1.864], [-0.367, 2.909, -1.770], [-2.619, 2.179, -2.606], [-3.448, 1.087, -2.280], [-4.801, 0.711, -2.880], [-5.920, 1.408, -2.090], [-3.071, 3.288, -3.535], [-3.236, 4.682, -2.938], [-3.304, -2.976, 0.650], [-2.369, -3.431, 1.491], [-2.646, -4.526, 2.498], [-3.272, -3.993, 3.774], [-4.653, -3.578, 0.400], [-4.654, -4.606, -0.726], [1.114, -0.739, 1.499], [2.078, -2.916, 4.389], [2.989, -4.079, 3.989], [3.214, 5.405, 3.002], [2.103, 4.103, 2.869], [1.796, 5.449, 1.971], [4.188, 3.534, 1.723], [3.977, 4.902, 0.665], [1.745, 5.051, -2.469], [2.836, 5.438, -1.291], [-0.164, 6.015, -1.072], [0.958, 7.149, -1.626], [0.973, 6.671, 0.079], [3.413, 1.623, 2.207], [4.512, 0.254, 3.520], [4.345, -1.102, 4.552], [2.714, 1.504, 4.740], [4.026, 0.932, 5.820], [2.446, 0.055, 5.809], [-0.016, -3.574, 2.817], [-4.324, -1.136, -1.170], [-0.495, 3.715, -2.483], [-4.929, -0.404, -2.940], [-4.883, 1.038, -3.921], [-5.870, 1.120, -1.059], [-6.919, 1.257, -2.493], [-5.680, 2.456, -2.124], [-3.974, 2.990, -4.026], [-2.423, 3.416, -4.391], [-3.844, 4.687, -2.052], [-3.726, 5.205, -3.753], [-2.274, 5.136, -2.724], [-1.716, -4.990, 2.728], [-3.258, -5.311, 2.078], [-2.630, -3.264, 4.212], [-3.379, -4.764, 4.496], [-4.300, -3.653, 3.539], [-5.400, -2.849, 0.154], [-5.000, -4.060, 1.289], [-4.647, -4.094, -1.671], [-5.565, -5.219, -0.638], [-3.757, -5.327, -0.593], [1.111, -3.305, 4.780], [2.582, -2.516, 5.246], [2.551, -4.722, 3.202], [3.223, -4.702, 4.857], [3.892, -3.701, 3.651], [-1.569, -2.165, -3.519], [0.142, -1.956, -3.025], [0.292, -3.451, -1.922], [-1.569, -3.016, -4.218], [-1.756, -1.298, -4.115], [-2.306, -2.313, -2.732], [-0.528, -3.374, -1.215], [1.255, -3.584, -1.457], [0.137, -4.299, -2.613], [5.176, -0.402, -0.871], [3.563, -0.623, -2.169], [4.473, -1.984, -3.581], [3.460, 1.238, -3.211], [6.098, -0.421, -1.367], [5.227, -1.335, -0.331], [5.077, 0.413, -0.160], [5.506, -1.693, -3.678], [3.952, -1.820, -4.532], [4.353, -3.032, -3.309], [4.469, 1.610, -3.404], [2.825, 1.974, -2.703], [2.976, 0.946, -4.171]], "lowdin_spin": [6.067, 0.000, 0.000, 0.000, 0.000, 0.000, 0.000, 0.000, -0.015, 0.000, 0.000, 0.000, 0.000, 0.000, 0.000, 0.000, 0.001, -0.001, 0.000, -0.013, 0.001, -0.001, 0.001, -0.016, 0.000, 0.000, 0.001, 0.000, 0.000, 0.000, 0.000, 0.000, 0.000, 0.000, 0.000, 0.000, 0.000, 0.000, -0.013, 0.000, 0.000, 0.000, 0.000, 0.000, 0.000, 0.000, 0.000, 0.000, 0.000, 0.000, 0.000, 0.000, 0.000, 0.000, 0.000, 0.000, 0.000, 0.000, 0.000, 0.000, 0.000, 0.000, 0.000, 0.000, 0.000, 0.000, 0.000, 0.000, 0.000, 0.000, 0.000, 0.000, 0.000, 0.000, 0.000, 0.000, 0.000, 0.000, 0.000, 0.000, 0.000, 0.000, 0.000, 0.000, 0.000, 0.000, -0.007, 0.000, 0.000, 0.000, 0.000, 0.000, 0.000, 0.000, -0.001, -0.003, -0.001, 0.000, 0.000, 0.000, 0.000, 0.000, 0.000, 0.000, 0.000, 0.000, 0.000], "de_lowest_kj_mol": 0.00, "gap_ha": [0.2208, 0.2210], "total_energy_ha": -3165.30207, "total_charge": 1, "spin_multiplicity": 7, "mol_weight_g_mol": 913.74}

(2)
{"formula": "C41H59N9O4S2V", "method": "ωB97M-V/def2-TZVPD", "elements": ["V", "C", "C", "C", "C", "C", "C", "C", "N", "C", "C", "C", "C", "C", "C", "O", "C", "C", "C", "C", "C", "C", "C", "C", "C", "O", "C", "C", "C", "C", "C", "C", "H", "H", "H", "H", "H", "H", "H", "H", "H", "H", "H", "H", "H", "H", "H", "H", "H", "H", "H", "H", "H", "H", "H", "H", "H", "H", "H", "H", "H", "H", "H", "H", "H", "H", "H", "H", "H", "H", "H", "H", "C", "N", "C", "C", "N", "N", "C", "N", "N", "H", "H", "H", "H", "H", "H", "H", "H", "H", "H", "H", "N", "C", "C", "C", "C", "C", "C", "S", "O", "O", "N", "C", "S", "C", "C", "N", "H", "H", "H", "H", "H", "H", "H", "H"], "xyz": [[-1.060, 0.966, 0.131], [2.464, -5.149, 2.664], [2.704, -4.608, 1.248], [2.680, -5.772, 0.246], [4.096, -3.977, 1.206], [1.607, -3.606, 0.894], [1.870, -2.291, 0.625], [0.805, -1.404, 0.324], [0.843, -0.092, 0.080], [1.943, 0.708, -0.133], [3.206, 0.336, -0.590], [4.189, 1.298, -0.787], [3.872, 2.630, -0.507], [2.613, 3.055, -0.083], [1.616, 2.072, 0.075], [0.380, 2.340, 0.418], [2.292, 4.521, 0.202], [1.173, 5.005, -0.735], [1.832, 4.667, 1.660], [3.503, 5.433, -0.004], [5.559, 0.864, -1.310], [6.169, -0.180, -0.364], [5.399, 0.243, -2.706], [6.539, 2.032, -1.420], [-0.550, -1.883, 0.325], [-1.470, -1.021, 0.059], [-0.823, -3.251, 0.617], [0.258, -4.059, 0.876], [-2.267, -3.739, 0.661], [-2.924, -3.547, -0.714], [-2.360, -5.222, 1.026], [-3.042, -2.942, 1.723], [3.241, -5.870, 2.929], [1.500, -5.652, 2.746], [2.484, -4.339, 3.395], [3.461, -6.495, 0.491], [2.854, -5.410, -0.769], [1.723, -6.296, 0.257], [4.846, -4.730, 1.456], [4.192, -3.161, 1.926], [4.333, -3.590, 0.213], [2.873, -1.903, 0.690], [3.405, -0.698, -0.832], [4.641, 3.375, -0.639], [0.288, 4.378, -0.635], [1.517, 4.985, -1.773], [0.902, 6.036, -0.493], [0.944, 4.067, 1.849], [1.604, 5.714, 1.877], [2.623, 4.345, 2.342], [3.864, 5.405, -1.035], [4.330, 5.166, 0.658], [3.218, 6.463, 0.219], [5.542, -1.070, -0.288], [6.287, 0.232, 0.640], [7.152, -0.495, -0.725], [4.733, -0.622, -2.682], [6.366, -0.087, -3.094], [4.980, 0.972, -3.404], [6.710, 2.506, -0.451], [6.184, 2.794, -2.117], [7.501, 1.668, -1.788], [0.083, -5.101, 1.101], [-2.406, -4.140, -1.472], [-2.905, -2.501, -1.014], [-3.964, -3.885, -0.675], [-1.849, -5.854, 0.296], [-3.410, -5.521, 1.046], [-1.940, -5.425, 2.014], [-3.074, -1.882, 1.475], [-2.577, -3.060, 2.704], [-4.069, -3.312, 1.786], [0.833, 3.285, -4.144], [0.073, 2.053, -3.922], [0.861, 0.866, -4.222], [-0.719, 1.979, -2.792], [-0.763, 0.985, -1.988], [-1.556, 3.064, -2.627], [-2.341, 3.343, -1.520], [-3.369, 4.221, -1.792], [-2.072, 2.885, -0.361], [1.108, 3.344, -5.196], [1.744, 3.293, -3.533], [0.253, 4.167, -3.889], [1.323, 1.004, -5.198], [0.218, -0.011, -4.274], [1.655, 0.699, -3.482], [-0.061, 0.285, -2.197], [-1.719, 3.625, -3.445], [-3.816, 4.061, -2.683], [-4.059, 4.238, -1.050], [-2.772, 3.178, 0.313], [-8.628, -2.563, 2.249], [-7.693, -1.668, 1.754], [-7.717, -0.326, 2.142], [-6.808, 0.573, 1.614], [-5.869, 0.142, 0.689], [-5.837, -1.189, 0.290], [-6.742, -2.086, 0.815], [-4.666, 1.248, 0.041], [-4.544, 1.020, -1.375], [-5.033, 2.590, 0.468], [-3.272, 0.807, 0.697], [-2.933, 1.041, 1.976], [-3.856, 1.406, 3.390], [-2.382, 1.511, 4.301], [-1.317, 1.288, 3.502], [-1.628, 1.021, 2.196], [-9.050, -2.315, 3.129], [-8.372, -3.536, 2.200], [-8.456, 0.011, 2.859], [-6.828, 1.614, 1.908], [-5.098, -1.514, -0.431], [-6.719, -3.122, 0.500], [-2.390, 1.739, 5.353], [-0.281, 1.311, 3.805]], "lowdin_spin": [1.922, 0.003, 0.003, 0.004, -0.001, 0.048, 0.041, 0.062, 0.255, 0.008, 0.044, 0.010, 0.056, 0.007, 0.049, 0.042, -0.001, 0.000, 0.000, 0.000, -0.001, 0.000, 0.000, 0.001, 0.133, 0.119, 0.022, 0.107, -0.002, -0.001, 0.000, 0.000, 0.001, 0.001, 0.000, 0.001, 0.000, 0.001, 0.000, 0.000, 0.000, 0.002, 0.003, 0.003, 0.000, 0.000, 0.000, 0.000, 0.000, 0.000, 0.000, 0.000, 0.000, 0.000, 0.000, 0.000, 0.000, 0.000, 0.000, 0.000, 0.000, 0.000, 0.005, 0.000, 0.000, 0.000, 0.000, 0.000, 0.000, 0.000, 0.000, 0.000, 0.000, 0.004, 0.001, 0.008, 0.009, 0.004, 0.001, 0.000, 0.001, 0.000, 0.000, 0.000, 0.000, 0.000, 0.000, 0.003, 0.000, 0.000, 0.000, 0.001, 0.000, 0.000, 0.000, 0.000, 0.000, 0.000, 0.000, 0.000, 0.001, 0.000, -0.002, 0.013, 0.002, 0.003, 0.002, 0.004, 0.000, 0.000, 0.000, 0.000, 0.000, 0.000, 0.000, 0.000], "de_lowest_kj_mol": 0.00, "gap_ha": [0.2460, 0.2176], "total_energy_ha": -4132.06713, "spin_multiplicity": 4, "mol_weight_g_mol": 857.06}